# 1
Here is C33H40As3Cl2N4OSeTa as an isolated structure from the OMol25 dataset. Energies are from wB97M-V/def2-TZVPD.

Structure (XYZ):
```
85
Properties=species:S:1:pos:R:3
Ta 0.052 0.619 0.318
C -3.789 -0.630 1.342
As -2.747 0.448 0.111
C -3.524 2.180 0.485
C -3.601 -0.119 -1.557
C -3.040 0.296 -2.928
C -2.917 1.815 -3.011
C -1.713 -0.422 -3.209
As -0.033 0.212 -2.444
C 0.447 1.767 -3.494
C 1.137 -1.113 -3.226
C -4.066 -0.240 -3.953
As -4.098 0.136 -5.920
C -2.244 0.579 -6.416
C -4.788 1.972 -5.898
H -4.841 -0.434 1.139
H -3.568 -0.347 2.369
H -3.600 -1.693 1.204
H -4.609 2.089 0.448
H -3.188 2.916 -0.239
H -3.224 2.496 1.484
H -4.617 0.270 -1.449
H -3.675 -1.208 -1.496
H -2.248 2.206 -2.240
H -3.895 2.282 -2.882
H -2.528 2.127 -3.978
H -1.506 -0.396 -4.279
H -1.787 -1.476 -2.927
H 0.201 1.577 -4.538
H 1.521 1.927 -3.406
H -0.081 2.649 -3.141
H 1.055 -1.023 -4.309
H 0.832 -2.112 -2.921
H 2.170 -0.935 -2.930
H -5.067 0.089 -3.656
H -4.082 -1.332 -3.883
H -1.617 -0.312 -6.430
H -1.788 1.354 -5.800
H -2.299 0.952 -7.439
H -5.740 1.993 -5.369
H -4.977 2.262 -6.931
H -4.107 2.694 -5.454
Cl 3.008 3.432 3.141
C 2.039 2.152 3.729
C 2.064 1.810 5.101
C 1.308 0.778 5.579
Cl 1.359 0.377 7.248
C 0.480 0.017 4.701
C -0.299 -1.090 5.062
C -1.014 -1.760 4.092
C -0.964 -1.326 2.773
N -0.265 -0.258 2.385
C 0.466 0.396 3.349
C 1.235 1.456 2.867
O 1.105 1.691 1.551
H 2.696 2.377 5.770
H -0.319 -1.420 6.092
H -1.604 -2.630 4.337
H -1.488 -1.865 2.000
C 5.295 2.775 -0.357
C 4.028 3.136 -0.794
C 2.993 2.218 -0.736
C 3.237 0.941 -0.253
C 4.500 0.571 0.192
C 5.527 1.496 0.137
N 2.141 0.013 -0.206
N 2.440 -1.200 -0.236
C 1.355 -2.076 -0.220
C 1.653 -3.427 -0.395
C 0.617 -4.327 -0.550
C -0.692 -3.857 -0.537
C -0.969 -2.508 -0.335
C 0.043 -1.565 -0.147
H 6.103 3.493 -0.395
H 3.843 4.131 -1.175
H 2.002 2.502 -1.071
H 4.666 -0.425 0.580
H 6.513 1.219 0.484
H 2.690 -3.736 -0.432
H 0.820 -5.378 -0.697
H -1.510 -4.553 -0.681
H -2.010 -2.207 -0.331
Se -0.167 5.242 0.064
C -0.385 3.580 -0.222
N -0.524 2.405 -0.448
```

Values from the calculation:
- charge = +2
- Kohn-Sham gap (Ha) = 0.20796

Charges computed using Löwdin, reported in e: 1.551, -0.262, 1.112, -0.258, -0.306, -0.647, -0.065, -0.292, 1.142, -0.244, -0.229, -0.372, 1.157, -0.353, -0.339, 0.052, 0.038, 0.030, 0.051, 0.016, 0.045, 0.096, 0.084, 0.034, 0.104, 0.062, 0.052, 0.086, 0.037, 0.036, 0.023, 0.053, 0.038, 0.041, 0.071, 0.066, 0.016, -0.005, 0.029, 0.024, 0.024, 0.011, 0.802, -0.558, -0.078, -0.583, 0.786, -0.149, 0.043, 0.004, -0.108, -0.011, -0.143, -0.330, -0.247, 0.124, 0.116, 0.127, 0.082, -0.045, -0.049, -0.052, -0.256, -0.008, -0.045, -0.101, 0.131, -0.328, 0.006, -0.039, -0.037, -0.162, -0.331, 0.119, 0.119, 0.070, 0.116, 0.119, 0.130, 0.122, 0.121, 0.053, 0.844, -0.944, -0.243

---

# 2
Here is C33H40CdFNO4PS as an isolated structure from the OMol25 dataset. Energies are from wB97M-V/def2-TZVPD.

Structure (XYZ):
```
82
Properties=species:S:1:pos:R:3
Cd 0.174 -0.269 -1.340
C -2.137 3.398 2.639
C -1.844 2.560 1.323
C -3.140 2.135 0.583
C -0.943 3.360 0.418
C -1.279 4.662 0.114
C -0.429 5.509 -0.569
C 0.781 5.028 -1.068
C 1.135 3.681 -0.914
C 2.560 3.268 -1.369
C 2.626 3.072 -2.884
C 3.581 4.364 -0.884
C 0.207 2.791 -0.217
N 0.571 1.433 -0.026
C 1.531 1.206 0.984
C 1.622 2.093 2.103
C 2.583 1.874 3.136
C 3.391 0.765 3.114
C 3.326 -0.092 1.987
C 2.358 0.061 1.063
F 2.242 -0.905 0.067
H -2.501 2.728 3.411
H -2.923 4.156 2.408
H -1.288 3.959 3.003
H -1.294 1.682 1.618
H -3.745 3.023 0.313
H -3.705 1.388 1.105
H -2.897 1.665 -0.392
H -2.216 5.125 0.465
H -0.692 6.561 -0.645
H 1.416 5.686 -1.603
H 2.832 2.354 -0.851
H 2.377 4.003 -3.425
H 1.946 2.277 -3.228
H 3.624 2.819 -3.238
H 3.636 5.267 -1.537
H 4.552 3.924 -0.870
H 3.381 4.688 0.125
H 0.997 3.015 2.049
H 2.681 2.554 3.992
H 4.128 0.620 3.908
H 3.972 -0.989 2.005
O -1.558 -1.549 -0.570
S -2.446 -1.516 0.650
C -3.635 -2.841 0.444
C -4.875 -2.731 1.086
C -5.695 -3.839 1.186
C -5.361 -5.047 0.519
C -4.158 -5.078 -0.191
C -3.305 -3.977 -0.276
C -1.451 -2.376 1.942
C -1.548 -1.957 3.255
C -0.731 -2.548 4.219
C 0.175 -3.554 3.870
C 0.277 -3.947 2.536
C -0.512 -3.334 1.569
H -5.154 -1.754 1.465
H -6.606 -3.738 1.787
H -6.054 -5.867 0.514
H -3.885 -5.978 -0.730
H -2.372 -3.955 -0.825
H -2.302 -1.178 3.490
H -0.938 -2.254 5.242
H 0.798 -4.026 4.657
H 0.987 -4.721 2.294
H -0.389 -3.585 0.510
C -0.528 -2.193 -4.801
O 0.779 -1.793 -4.384
P 1.344 -1.842 -2.909
O 2.910 -1.632 -3.255
C 3.343 -0.336 -3.658
O 1.215 -3.342 -2.363
C 2.418 -4.147 -2.105
H -0.385 -2.688 -5.805
H -1.149 -1.273 -4.867
H -0.975 -2.882 -4.057
H 4.422 -0.418 -3.845
H 3.261 0.391 -2.812
H 2.802 0.028 -4.541
H 2.120 -5.196 -2.193
H 2.739 -3.943 -1.098
H 3.225 -3.884 -2.824
```

Values from the calculation:
- charge = +1
- Kohn-Sham gap (Ha) = 0.24745

Charges computed using Löwdin, reported in e: 1.315, -0.045, -0.357, -0.066, -0.189, -0.059, -0.062, -0.043, -0.116, -0.347, -0.083, -0.056, -0.224, -0.117, -0.267, 0.007, -0.085, -0.102, -0.033, -0.242, -0.075, 0.067, 0.081, 0.069, 0.097, 0.089, 0.045, 0.072, 0.122, 0.108, 0.097, 0.102, 0.090, 0.059, 0.074, 0.089, 0.061, 0.076, 0.119, 0.109, 0.107, 0.128, -0.681, 1.028, -0.383, -0.084, -0.056, -0.038, -0.059, -0.074, -0.351, -0.081, -0.061, -0.058, -0.065, -0.079, 0.110, 0.117, 0.105, 0.109, 0.100, 0.124, 0.111, 0.123, 0.106, 0.102, -0.087, -0.322, 0.661, -0.309, -0.108, -0.314, -0.050, 0.118, 0.097, 0.086, 0.106, 0.073, 0.094, 0.098, 0.081, 0.097

---

# 3
Here is C33H40Cl2GeN7O5W as an isolated structure from the OMol25 dataset. Energies are from wB97M-V/def2-TZVPD.

Structure (XYZ):
```
89
Properties=species:S:1:pos:R:3
W -0.812 -0.433 0.598
Cl -5.142 5.006 0.005
C -4.404 3.469 -0.199
C -3.332 3.137 0.620
C -2.713 1.908 0.461
N -1.626 1.373 1.214
C -1.183 1.974 2.353
O -1.530 3.032 2.818
C -0.185 1.110 3.055
C 0.336 1.458 4.278
C 1.210 0.584 4.901
C 1.513 -0.613 4.266
C 0.948 -0.890 3.041
N 0.116 -0.026 2.429
C -3.157 1.044 -0.514
C -4.238 1.348 -1.312
C -4.867 2.574 -1.159
Cl -6.197 2.956 -2.175
N -2.416 -0.173 -0.573
C -3.243 -1.336 -0.544
O -3.644 -1.907 -1.509
C -3.485 -1.763 0.876
C -4.514 -2.580 1.266
C -4.718 -2.789 2.629
C -3.871 -2.172 3.523
C -2.824 -1.403 3.030
N -2.638 -1.211 1.734
H -2.997 3.837 1.367
H 0.035 2.405 4.707
H 1.641 0.822 5.866
H 2.184 -1.334 4.714
H 1.150 -1.809 2.517
H -4.580 0.657 -2.072
H -5.157 -3.010 0.507
H -5.532 -3.411 2.979
H -4.013 -2.274 4.590
H -2.118 -0.925 3.697
C -0.752 -5.066 2.338
O -0.821 -4.859 0.905
C -0.740 -3.633 0.459
O -0.593 -2.639 1.180
N -0.779 -3.546 -0.873
N -0.766 -2.263 -1.420
H -0.585 -6.128 2.463
H -1.694 -4.772 2.794
H 0.067 -4.493 2.762
H -0.995 -4.357 -1.436
H -1.615 -2.130 -1.964
H 0.028 -2.157 -2.040
O 1.321 -1.224 0.177
N 2.529 -1.726 0.111
C 3.579 -0.887 0.219
C 4.867 -1.367 0.120
C 5.085 -2.719 -0.086
C 3.988 -3.564 -0.185
C 2.715 -3.046 -0.085
H 3.322 0.150 0.369
H 5.689 -0.669 0.198
H 6.089 -3.110 -0.170
H 4.107 -4.626 -0.343
H 1.820 -3.639 -0.180
C 4.469 1.278 -3.814
C 3.407 0.626 -2.933
C 2.010 0.711 -3.542
C 0.904 0.113 -2.658
Ge 0.434 1.118 -1.000
C -0.501 2.777 -1.523
C 0.129 3.749 -2.545
C 1.047 4.823 -1.959
C 2.396 4.313 -1.454
H 5.470 1.153 -3.398
H 4.282 2.349 -3.917
H 4.468 0.843 -4.815
H 3.402 1.113 -1.953
H 3.660 -0.431 -2.773
H 2.014 0.168 -4.492
H 1.797 1.751 -3.786
H 1.231 -0.887 -2.362
H -0.025 0.008 -3.229
H 1.791 1.558 -0.396
H -0.725 3.330 -0.605
H -1.468 2.451 -1.915
H -0.699 4.255 -3.045
H 0.665 3.209 -3.326
H 0.521 5.336 -1.147
H 1.221 5.572 -2.734
H 2.275 3.593 -0.643
H 3.008 5.133 -1.074
H 2.955 3.824 -2.259
```

Values from the calculation:
- charge = +2
- 2S+1 = 2
- Kohn-Sham gap (spin up / spin down) (Ha) = 0.22571 / 0.20935
- expectation value of S² = 0.76

Charges computed using Löwdin, reported in e: 1.696, 0.740, -0.663, -0.018, -0.228, -0.063, -0.441, 0.132, -0.175, 0.051, 0.014, -0.006, -0.094, -0.052, -0.255, -0.024, -0.672, 0.737, -0.118, -0.437, 0.163, -0.193, 0.052, 0.002, -0.004, -0.070, -0.006, 0.111, 0.143, 0.133, 0.126, 0.098, 0.125, 0.141, 0.132, 0.128, 0.123, 0.028, 0.034, -0.565, -0.074, 0.083, 0.066, 0.110, 0.099, 0.095, 0.188, 0.096, 0.086, -0.358, -0.150, 0.004, 0.000, -0.013, -0.005, 0.016, 0.120, 0.133, 0.130, 0.129, 0.127, -0.094, -0.293, -0.267, -0.334, 0.861, -0.318, -0.254, -0.254, -0.104, 0.074, 0.072, 0.081, 0.071, 0.102, 0.120, 0.084, 0.019, 0.072, -0.043, 0.062, 0.057, 0.112, 0.080, 0.109, 0.111, 0.027, 0.077, 0.064